Molecular formula: C8H15N2O
Method: DFT, ωB97M-V/def2-TZVPD

- total charge = +1
- largest force on an atom (Eh/bohr) = 0.081
- Kohn-Sham gap (alpha / beta) (eV) = 8.35 / 7.31
- relative energy (zero: lowest compared OMol25 entry of this formula, charge and spin) (eV) = 5.307
- calculated total energy (Eh) = -498.17322
- E_HOMO (alpha / beta) (hartree) = -0.4114 / -0.3953

```
26
Properties=species:S:1:pos:R:3:forces:R:3
C -0.948274 0.332336 -1.533110 -0.0417 -2.1717 -0.4670
C -1.541591 -0.941693 -1.422123 1.5814 2.4747 -2.3426
C -1.555353 0.090626 0.504035 -0.3989 1.4057 2.0749
C 3.142432 1.013311 -0.768342 -3.7764 -0.1215 0.5837
C -0.430483 2.226121 0.072202 3.8228 0.5104 1.6236
C -2.485479 -2.115631 0.581957 2.3783 0.2321 1.7732
C 0.746368 -1.210950 1.075929 1.2331 0.8987 1.6092
C 2.503654 0.305892 0.480905 0.6025 2.9465 -0.4829
N -0.958416 0.969999 -0.329909 -2.4242 -2.0713 0.2177
N -1.982831 -0.979104 -0.150982 -0.0274 0.2553 1.2563
O 1.620636 -0.575301 0.260053 -0.7533 -1.7879 -0.7913
H -0.351520 0.653081 -2.339318 0.2111 0.6660 -0.8285
H -1.550536 -1.677343 -2.278790 -0.4635 0.6867 1.7084
H 2.567652 0.591589 -1.677886 1.4347 0.6115 1.2222
H 4.180394 0.864725 -0.754638 1.4119 -0.2443 -0.4614
H 2.922087 2.132580 -0.709900 0.3783 -1.3810 -0.0429
H -0.581881 2.401942 1.158063 -0.3975 -0.2571 -0.7612
H 0.704434 2.055833 0.026214 -1.4352 0.6962 -0.0610
H -0.620102 3.155517 -0.458229 -0.7343 -0.5306 -0.4926
H -2.672291 -1.817034 1.644982 -0.1048 -0.2361 -1.0910
H -3.334570 -2.451684 0.097396 -1.6261 -1.1245 -0.6797
H -1.617239 -2.808396 0.604575 -1.0390 -0.1783 -0.0170
H 1.070113 -1.171332 2.136410 -0.4301 0.0825 -0.5752
H 0.472484 -2.180809 0.732426 -0.0008 -0.4446 -0.6022
H -1.726557 0.248944 1.621207 0.1945 -0.1147 -2.0527
H 2.426861 0.886779 1.426878 0.4047 -0.8027 -0.3201
```
Forces are in eV/Å.

These are the Löwdin partial charges, in e, on atoms 1 to 5: atom 1 (C): -0.0070, atom 2 (C): 0.0065, atom 3 (C): -0.0800, atom 4 (C): -0.0341, atom 5 (C): 0.0088